A molecular structure, C5H11NOS at a distorted geometry. Source: OMol25; level of theory: wB97M-V/def2-TZVPD.

Computed properties:
net charge = 0
multiplicity = 3
gap between HOMO and LUMO (spin up / spin down) = 0.2182 / 0.2960 Eh
highest occupied orbital energy (spin up / spin down) = -0.187 / -0.334 hartree

Geometry (Å):
C  1.70536  -0.37827  -0.42168
H  2.51562  -0.93865  0.10938
N  0.60867  -0.18127  0.47316
H  -2.17412  -2.15311  -0.32320
H  -0.61591  1.05742  1.56953
O  -3.17299  0.42640  0.36885
C  0.63252  2.15048  -0.09468
C  -1.31004  -1.51418  -0.46503
H  1.47244  2.41874  0.53242
H  0.72485  1.94905  -1.17930
H  1.34987  -1.10848  -1.29658
C  -0.21359  -1.36430  0.64230
H  -0.68281  -1.40088  1.53377
S  -2.06457  0.23382  -0.56114
H  2.05519  0.65375  -0.84020
H  0.35540  -2.20254  0.72610
H  -0.05531  2.97741  0.00128
H  -0.98478  -1.61387  -1.39635
C  -0.14580  0.98847  0.62137

Here are the Mulliken charges for atoms 1 to 6, given in e: -0.726, 0.236, 0.141, 0.404, 0.490, -0.476

2 unconnected molecules or ions with the total composition C5H11NOS3. Source: OMol25; level of theory: wB97M-V/def2-TZVPD.

Computed properties:
net charge = 0
SMILES = C1SCSCS1.CC(N)=O
gap between HOMO and LUMO = 0.3374 Eh
highest occupied orbital energy = -0.316 hartree

Geometry (Å):
H  -0.22765  -2.38324  -1.73491
H  -0.68994  4.35629  -1.73379
C  -0.44124  4.26339  -0.66321
H  -1.13822  -1.32977  0.43339
H  0.14991  3.31076  1.66957
C  -1.01345  -2.25787  1.02373
C  1.63657  -2.06715  0.42566
H  1.36929  -1.14930  -0.13253
H  -1.25712  4.71248  -0.07224
S  -1.32330  -3.69304  -0.02740
H  2.67098  -1.94405  0.80025
C  -0.26718  2.80040  -0.31895
S  1.65986  -3.47835  -0.70065
H  -1.79461  -2.26543  1.80806
H  0.48646  4.82695  -0.46734
C  -0.05113  -3.37121  -1.26779
N  0.04526  2.55450  0.98865
H  0.17506  1.58245  1.27982
S  0.57656  -2.22505  1.87894
H  -0.17299  -4.14154  -2.05341
O  -0.39311  1.89878  -1.13586

Here are the Mulliken charges for atoms 1 to 6, given in e: 0.289, 0.272, -1.106, 0.196, 0.190, -0.462